Entry 1:
Density functional theory data (the ωB97M-V functional and the def2-TZVPD basis) for an isolated molecule of C21H24N2O8S at a distorted geometry.

- Relative energy (zero: lowest compared OMol25 entry of this formula, charge and spin): 0.909 eV
- E_LUMO: 0.3253 eV
- SMILES: CCOC(=O)Cn1c(=O)oc2cc(S(=O)(=O)Nc3cc(OCC)ccc3OCC)ccc21
- Kohn-Sham gap: 8.41 eV

Geometry (Å):
C -5.293 0.551 -0.575
C -4.354 -0.378 -1.328
O -3.547 0.349 -2.266
C -2.451 0.930 -1.800
O -2.047 0.856 -0.671
C -1.744 1.707 -2.910
N -0.514 2.264 -2.431
C -0.369 3.605 -2.116
O -1.162 4.472 -2.339
O 0.842 3.776 -1.526
C 1.439 2.551 -1.424
C 2.642 2.218 -0.845
C 2.980 0.875 -0.881
S 4.395 0.338 0.081
O 5.362 1.388 0.179
O 4.814 -0.951 -0.370
N 3.693 0.190 1.601
C 2.459 -0.481 1.623
C 2.402 -1.822 1.307
C 1.179 -2.496 1.288
O 1.236 -3.814 0.957
C 0.049 -4.579 0.985
C 0.420 -6.017 0.656
C 0.021 -1.794 1.587
C 0.077 -0.443 1.904
C 1.283 0.231 1.925
O 1.467 1.559 2.214
C 0.378 2.322 2.700
C -0.493 2.896 1.588
C 2.172 -0.093 -1.453
C 0.953 0.245 -2.021
C 0.595 1.580 -1.985
H -5.915 1.104 -1.274
H -4.721 1.257 0.023
H -5.930 -0.032 0.083
H -4.909 -1.096 -1.935
H -3.694 -0.905 -0.631
H -1.572 1.049 -3.766
H -2.383 2.540 -3.221
H 3.299 2.939 -0.389
H 3.634 1.101 2.037
H 3.308 -2.348 1.059
H -0.413 -4.525 1.981
H -0.668 -4.194 0.245
H 1.129 -6.391 1.390
H 0.883 -6.065 -0.325
H -0.468 -6.642 0.666
H -0.944 -2.276 1.576
H -0.849 0.071 2.107
H -0.221 1.724 3.397
H 0.845 3.138 3.261
H -0.898 2.107 0.960
H 0.094 3.571 0.970
H -1.315 3.456 2.026
H 2.516 -1.114 -1.440
H 0.308 -0.503 -2.452

How is the electron density shared among the atoms? According to natural (NBO), the charges in e are:
1. C -0.6351
2. C -0.0761
3. O -0.4995
4. C 0.7927
5. O -0.6009
6. C -0.3254
7. N -0.4246
8. C 0.8812
9. O -0.5927
10. O -0.4482
11. C 0.3092
12. C -0.2318
13. C -0.3452
14. S 2.3210
15. O -0.9331
16. O -0.9278
17. N -0.8379
18. C 0.1023
19. C -0.2614
20. C 0.2973
21. O -0.4992
22. C -0.0602
23. C -0.6171
24. C -0.3093
25. C -0.2147
26. C 0.2407
27. O -0.5222
28. C -0.0573
29. C -0.6533
30. C -0.1752
31. C -0.2419
32. C 0.1323
33. H 0.2155
34. H 0.2223
35. H 0.2211
36. H 0.1950
37. H 0.1986
38. H 0.2353
39. H 0.2755
40. H 0.2571
41. H 0.4216
42. H 0.2540
43. H 0.1711
44. H 0.1651
45. H 0.2163
46. H 0.2144
47. H 0.2114
48. H 0.2170
49. H 0.2169
50. H 0.1731
51. H 0.1917
52. H 0.2333
53. H 0.2128
54. H 0.2168
55. H 0.2515
56. H 0.2261



Entry 2:
Density functional theory data (the ωB97M-V functional and the def2-TZVPD basis) for a structure of composition C21H24N6PdS at a distorted geometry.

- Relative energy (zero: lowest compared OMol25 entry of this formula, charge and spin): 0.391 eV
- 2S+1: 3
- <S²>: 2.0080
- E_LUMO (alpha / beta): -5.2576 / -7.2986 eV
- Net charge: +2
- Kohn-Sham gap (alpha / beta): 8.89 / 7.35 eV

Geometry (Å):
Pd -0.259 0.678 0.450
C 0.617 -0.886 -2.083
N 0.477 -1.158 -0.633
C 1.772 -1.457 0.004
C 2.630 -0.217 0.105
C 3.999 -0.255 -0.085
C 4.733 0.911 0.093
C 4.073 2.078 0.443
C 2.698 2.037 0.601
N 1.996 0.914 0.444
C -0.548 -2.177 -0.347
C -1.943 -1.640 -0.560
C -2.953 -2.416 -1.097
C -4.235 -1.888 -1.175
C -4.462 -0.598 -0.726
C -3.395 0.124 -0.218
N -2.168 -0.390 -0.132
C 0.200 0.503 -2.513
C 0.243 0.864 -3.852
C -0.110 2.151 -4.215
C -0.502 3.051 -3.232
C -0.532 2.621 -1.923
N -0.186 1.373 -1.581
H 0.038 -1.618 -2.650
H 1.661 -1.025 -2.372
H 2.308 -2.251 -0.525
H 1.568 -1.817 1.016
H 4.484 -1.180 -0.367
H 5.806 0.906 -0.044
H 4.607 3.006 0.583
H 2.133 2.925 0.860
H -0.449 -2.456 0.706
H -0.392 -3.084 -0.939
H -2.741 -3.418 -1.446
H -5.044 -2.478 -1.585
H -5.444 -0.149 -0.774
H -3.514 1.143 0.130
H 0.554 0.143 -4.596
H -0.081 2.451 -5.253
H -0.783 4.066 -3.475
H -0.840 3.274 -1.117
S -1.153 2.263 2.084
C -0.756 0.792 2.867
N -1.614 -0.180 3.185
C -1.025 -1.212 4.041
C 0.404 -0.675 4.265
N 0.465 0.460 3.333
H -2.604 -0.060 3.050
H -1.029 -2.180 3.538
H -1.585 -1.309 4.969
H 1.166 -1.414 4.028
H 0.563 -0.333 5.287
H 1.155 1.188 3.431

How is the electron density shared among the atoms? According to natural (NBO), the charges in e are:
1. Pd 1.0552
2. C -0.2764
3. N -0.4279
4. C -0.2551
5. C 0.1895
6. C -0.2269
7. C -0.1148
8. C -0.2311
9. C 0.0654
10. N -0.5057
11. C -0.2549
12. C 0.1888
13. C -0.2268
14. C -0.1151
15. C -0.2317
16. C 0.0650
17. N -0.5045
18. C 0.2178
19. C -0.2280
20. C -0.1088
21. C -0.2305
22. C 0.0622
23. N -0.4681
24. H 0.2395
25. H 0.2409
26. H 0.2222
27. H 0.2256
28. H 0.2434
29. H 0.2505
30. H 0.2540
31. H 0.2225
32. H 0.2242
33. H 0.2222
34. H 0.2431
35. H 0.2504
36. H 0.2538
37. H 0.2255
38. H 0.2442
39. H 0.2509
40. H 0.2551
41. H 0.2235
42. S -0.1668
43. C 0.2586
44. N -0.5641
45. C -0.2325
46. C -0.2330
47. N -0.5772
48. H 0.4419
49. H 0.2110
50. H 0.2406
51. H 0.2223
52. H 0.2317
53. H 0.4382



Entry 3:
Density functional theory data (the ωB97M-V functional and the def2-TZVPD basis) for a structure of composition C21H24NSn at a distorted geometry.

- E_LUMO (alpha / beta): -3.5700 / -5.2831 eV
- Net charge: +1
- Kohn-Sham gap (alpha / beta): 7.73 / 3.97 eV

Geometry (Å):
C -0.476 0.834 -4.679
C 0.106 2.196 -4.625
C 0.356 -0.282 -5.191
C -1.951 0.685 -4.679
H 0.396 -0.297 -6.292
H -0.035 -1.254 -4.888
H 1.390 -0.210 -4.850
H 0.084 2.695 -5.607
H 1.152 2.181 -4.314
H -0.442 2.846 -3.941
H -2.385 0.862 -5.676
H -2.432 1.396 -4.006
H -2.259 -0.320 -4.387
C 2.220 0.012 1.119
C 2.361 -0.725 -0.082
C 2.180 0.160 -1.176
H 2.572 -1.779 -0.154
C 1.941 1.449 -0.651
C 1.962 1.356 0.765
H 1.828 2.167 1.460
H 2.328 -0.373 2.119
H 2.245 -0.098 -2.220
H 1.785 2.344 -1.227
C -2.224 -1.000 0.561
C -1.238 -1.940 0.938
C -0.599 -2.384 -0.245
H -1.034 -2.282 1.939
C -1.184 -1.712 -1.349
C -2.193 -0.860 -0.849
H -2.831 -0.219 -1.432
H -2.896 -0.489 1.229
H 0.195 -3.110 -0.298
H -0.924 -1.848 -2.386
Sn 0.000 0.000 0.000
N -0.203 0.296 2.042
C -0.189 0.276 3.200
C -0.126 0.162 4.633
C -1.296 0.242 5.392
C -1.236 0.125 6.784
C -0.007 -0.080 7.421
C 1.166 -0.168 6.665
C 1.110 -0.048 5.272
H -2.250 0.397 4.905
H -2.144 0.191 7.367
H 0.034 -0.171 8.498
H 2.116 -0.331 7.161
H 2.027 -0.122 4.698

How is the electron density shared among the atoms? According to natural (NBO), the charges in e are:
1. C 0.1006
2. C -0.6723
3. C -0.6706
4. C -0.6729
5. H 0.2234
6. H 0.2074
7. H 0.2079
8. H 0.2220
9. H 0.2083
10. H 0.2118
11. H 0.2230
12. H 0.2108
13. H 0.2073
14. C -0.3395
15. C -0.3055
16. C -0.3173
17. H 0.2517
18. C -0.2771
19. C -0.3325
20. H 0.2475
21. H 0.2363
22. H 0.2586
23. H 0.2582
24. C -0.3328
25. C -0.3401
26. C -0.3044
27. H 0.2455
28. C -0.3209
29. C -0.2772
30. H 0.2580
31. H 0.2460
32. H 0.2515
33. H 0.2582
34. Sn 1.4746
35. N -0.5430
36. C 0.5332
37. C -0.1649
38. C -0.1568
39. C -0.1990
40. C -0.1397
41. C -0.2000
42. C -0.1596
43. H 0.2341
44. H 0.2406
45. H 0.2386
46. H 0.2412
47. H 0.2299



Which formula does entry 1 have? C21H24N2O8S



Please write out number 3 again, unchanged.
Density functional theory data (the ωB97M-V functional and the def2-TZVPD basis) for a structure of composition C21H24NSn at a distorted geometry.

- E_LUMO (alpha / beta): -3.5700 / -5.2831 eV
- Net charge: +1
- Kohn-Sham gap (alpha / beta): 7.73 / 3.97 eV

Geometry (Å):
C -0.476 0.834 -4.679
C 0.106 2.196 -4.625
C 0.356 -0.282 -5.191
C -1.951 0.685 -4.679
H 0.396 -0.297 -6.292
H -0.035 -1.254 -4.888
H 1.390 -0.210 -4.850
H 0.084 2.695 -5.607
H 1.152 2.181 -4.314
H -0.442 2.846 -3.941
H -2.385 0.862 -5.676
H -2.432 1.396 -4.006
H -2.259 -0.320 -4.387
C 2.220 0.012 1.119
C 2.361 -0.725 -0.082
C 2.180 0.160 -1.176
H 2.572 -1.779 -0.154
C 1.941 1.449 -0.651
C 1.962 1.356 0.765
H 1.828 2.167 1.460
H 2.328 -0.373 2.119
H 2.245 -0.098 -2.220
H 1.785 2.344 -1.227
C -2.224 -1.000 0.561
C -1.238 -1.940 0.938
C -0.599 -2.384 -0.245
H -1.034 -2.282 1.939
C -1.184 -1.712 -1.349
C -2.193 -0.860 -0.849
H -2.831 -0.219 -1.432
H -2.896 -0.489 1.229
H 0.195 -3.110 -0.298
H -0.924 -1.848 -2.386
Sn 0.000 0.000 0.000
N -0.203 0.296 2.042
C -0.189 0.276 3.200
C -0.126 0.162 4.633
C -1.296 0.242 5.392
C -1.236 0.125 6.784
C -0.007 -0.080 7.421
C 1.166 -0.168 6.665
C 1.110 -0.048 5.272
H -2.250 0.397 4.905
H -2.144 0.191 7.367
H 0.034 -0.171 8.498
H 2.116 -0.331 7.161
H 2.027 -0.122 4.698

How is the electron density shared among the atoms? According to natural (NBO), the charges in e are:
1. C 0.1006
2. C -0.6723
3. C -0.6706
4. C -0.6729
5. H 0.2234
6. H 0.2074
7. H 0.2079
8. H 0.2220
9. H 0.2083
10. H 0.2118
11. H 0.2230
12. H 0.2108
13. H 0.2073
14. C -0.3395
15. C -0.3055
16. C -0.3173
17. H 0.2517
18. C -0.2771
19. C -0.3325
20. H 0.2475
21. H 0.2363
22. H 0.2586
23. H 0.2582
24. C -0.3328
25. C -0.3401
26. C -0.3044
27. H 0.2455
28. C -0.3209
29. C -0.2772
30. H 0.2580
31. H 0.2460
32. H 0.2515
33. H 0.2582
34. Sn 1.4746
35. N -0.5430
36. C 0.5332
37. C -0.1649
38. C -0.1568
39. C -0.1990
40. C -0.1397
41. C -0.2000
42. C -0.1596
43. H 0.2341
44. H 0.2406
45. H 0.2386
46. H 0.2412
47. H 0.2299